1.
The following is a quantum chemistry calculation of a single C5H5BrOS molecule, from the Open Molecules 2025 dataset.

The geometry in XYZ format:
```
13
Properties=species:S:1:pos:R:3:lowdin_charge:R:1
C 1.595 1.065 -0.543 -0.18
C 0.253 0.747 -0.475 -0.20
C 2.373 0.329 0.320 -0.38
C 0.002 -0.113 0.531 -0.54
C -1.582 -0.824 0.494 -0.66
O -1.726 -1.310 -0.901 -0.17
S 1.402 -0.680 1.340 1.02
Br -2.863 0.628 0.745 0.68
H 1.991 1.891 -1.102 0.10
H -0.391 1.198 -1.167 0.10
H 3.371 0.253 0.466 0.02
H -1.703 -1.710 1.236 0.12
H -2.725 -1.473 -0.945 0.10
```

Calculated values
Maximum force ... 0.0994 hartree/bohr
HOMO-LUMO gap ... 9.6 eV
SMILES string ... O[C@H](Br)c1cccs1
Energy above the lowest of the compared OMol25 structures with the same formula, charge and spin ... 32.5 kcal per mole
HOMO ... -8.949 eV

=====

2.
The following is a quantum chemistry calculation of 6 unconnected molecules or ions with the total composition C8H12Cl12O8S2, from the Open Molecules 2025 dataset.

The geometry in XYZ format:
```
42
Properties=species:S:1:pos:R:3:lowdin_charge:R:1
C -12.979 3.862 2.957 -1.49
Cl -11.370 4.335 2.553 0.52
Cl -14.066 4.902 1.917 0.45
Cl -13.266 4.268 4.691 0.49
H -13.112 2.817 2.675 0.03
C -12.262 -4.644 0.803 -1.53
Cl -13.706 -5.477 0.356 0.55
Cl -11.068 -5.800 1.456 0.50
Cl -12.669 -3.332 1.995 0.47
H -11.796 -4.203 -0.077 0.01
C -6.132 7.143 0.146 -1.43
Cl -5.135 7.453 -1.336 0.46
Cl -6.518 8.745 0.860 0.50
Cl -5.228 6.026 1.284 0.46
H -7.015 6.650 -0.262 0.01
C -14.735 -0.093 -4.275 -1.59
Cl -13.557 -0.558 -5.483 0.53
Cl -13.922 0.517 -2.794 0.49
Cl -15.663 -1.471 -3.862 0.55
H -15.429 0.629 -4.705 0.02
C -6.680 -0.450 4.640 -0.16
C -5.567 -0.384 5.667 -0.22
O -6.131 -0.955 6.789 -0.20
S -7.042 -2.282 6.365 0.76
O -8.132 -2.398 7.396 -0.26
O -6.142 -3.439 6.216 -0.25
O -7.461 -1.605 4.968 -0.19
H -6.317 -0.420 3.612 0.13
H -7.298 0.448 4.663 0.13
H -5.112 0.599 5.786 0.14
H -4.740 -1.038 5.389 0.13
C -12.644 10.735 5.241 -0.16
C -12.398 11.263 3.855 -0.27
O -12.140 12.572 4.026 -0.18
S -11.111 12.814 5.277 0.75
O -11.169 14.149 5.814 -0.21
O -9.831 12.208 4.946 -0.24
O -12.069 11.713 6.110 -0.22
H -12.163 9.774 5.423 0.13
H -13.695 10.733 5.531 0.13
H -13.315 11.066 3.300 0.14
H -11.690 10.738 3.215 0.13
```

Calculated values
Maximum force ... 0.0980 hartree/bohr
HOMO-LUMO gap ... 11.1 eV
SMILES string ... O=S1(=O)OCCO1.O=S1(=O)OCCO1.ClC(Cl)Cl.ClC(Cl)Cl.ClC(Cl)Cl.ClC(Cl)Cl
Energy above the lowest of the compared OMol25 structures with the same formula, charge and spin ... 24.7 kcal per mole
HOMO ... -11.210 eV

=====

3.
The following is a quantum chemistry calculation of 6 unconnected molecules or ions with the total composition C16H23Cl2F3O15, from the Open Molecules 2025 dataset.

The geometry in XYZ format:
```
59
Properties=species:S:1:pos:R:3:lowdin_charge:R:1
C -0.313 3.112 -0.007 -0.04
O -0.760 4.334 0.570 0.00
C -0.409 5.495 0.005 -0.62
O 0.398 5.621 -0.877 0.12
O -1.079 6.451 0.633 0.00
C -0.969 7.770 0.047 -0.02
H 0.362 3.266 -0.848 0.09
H -1.188 2.573 -0.363 0.09
H 0.249 2.554 0.739 0.08
H 0.055 8.055 -0.177 0.09
H -1.490 8.466 0.691 0.09
H -1.486 7.673 -0.911 0.10
C -3.960 -2.854 2.482 -0.02
O -3.870 -1.495 2.909 0.01
C -2.867 -1.170 3.682 -0.66
O -1.998 -1.930 4.055 0.10
O -2.851 0.130 3.909 0.00
C -1.868 0.613 4.824 -0.03
H -3.060 -3.144 1.937 0.09
H -4.882 -2.957 1.927 0.10
H -3.916 -3.492 3.367 0.10
H -1.994 1.683 4.949 0.10
H -0.896 0.359 4.406 0.06
H -1.992 0.154 5.806 0.10
C -1.253 2.414 -5.348 -0.03
C -2.052 1.091 -5.552 -0.29
O -2.026 0.487 -4.306 0.15
C -1.012 1.009 -3.585 -0.56
O -0.528 0.476 -2.647 0.17
O -0.715 2.238 -4.025 0.08
F -1.348 0.310 -6.447 0.05
H -1.904 3.286 -5.313 0.13
H -0.519 2.553 -6.135 0.14
H -3.050 1.247 -5.961 0.17
C 1.429 -5.193 2.817 -0.05
C 1.375 -3.671 2.910 -0.34
O 2.639 -3.263 2.444 0.13
C 3.251 -4.305 1.834 -0.56
O 4.319 -4.281 1.333 0.18
O 2.463 -5.396 1.874 0.08
F 1.201 -3.286 4.208 0.06
H 0.444 -5.618 2.638 0.14
H 1.799 -5.634 3.750 0.14
H 0.517 -3.285 2.361 0.10
C 4.171 -1.845 -1.440 -0.07
C 2.866 -1.686 -2.196 -0.33
O 3.231 -1.721 -3.557 0.14
C 4.483 -2.251 -3.649 -0.52
O 5.012 -2.506 -4.671 0.19
O 5.002 -2.467 -2.391 0.08
F 2.208 -0.522 -1.920 0.05
H 3.903 -2.462 -0.582 0.12
H 4.506 -0.884 -1.045 0.15
H 2.150 -2.484 -1.985 0.14
C -0.500 -0.598 0.516 -0.91
Cl 0.489 -0.416 1.982 0.59
Cl -0.158 -2.221 -0.210 0.54
H -1.557 -0.495 0.714 0.04
H -0.051 0.110 -0.168 -0.02
```

Calculated values
Maximum force ... 0.0412 hartree/bohr
HOMO-LUMO gap ... 11.3 eV
SMILES string ... O=C1OC[C@@H](F)O1.O=C1OC[C@@H](F)O1.O=C1OC[C@@H](F)O1.COC(=O)OC.COC(=O)OC.ClCCl
Energy above the lowest of the compared OMol25 structures with the same formula, charge and spin ... 9.4 kcal per mole
HOMO ... -10.961 eV

=====

4.
The following is a quantum chemistry calculation of a molecular structure, C5H8CsO5S, from the Open Molecules 2025 dataset.

The geometry in XYZ format:
```
20
Properties=species:S:1:pos:R:3:lowdin_charge:R:1
C 3.148 -0.393 0.790 -0.41
C 2.700 0.049 -0.466 -0.08
C 1.223 0.380 -0.766 -0.24
O 0.901 1.694 -0.289 -0.33
S -0.700 2.117 -0.184 1.01
O -1.226 1.879 -1.486 -0.34
O -1.308 0.872 0.769 -0.36
C -2.605 0.411 0.365 -0.13
C -2.448 -0.886 -0.373 -0.48
O -2.854 -1.117 -1.483 0.16
O -1.744 -1.779 0.375 0.08
H 3.366 -1.441 1.030 0.01
H 3.290 0.362 1.580 0.02
H 3.407 0.260 -1.249 0.12
H 1.124 0.293 -1.833 0.13
H 0.577 -0.384 -0.333 0.07
H -3.160 1.119 -0.217 0.13
H -3.136 0.211 1.279 0.14
H -1.999 -2.653 0.069 0.13
Cs 1.445 -0.995 2.423 1.38
```

Calculated values
Net charge ... +1
Maximum force ... 0.0920 hartree/bohr
HOMO-LUMO gap ... 6.8 eV
HOMO ... -11.965 eV